{
  "formula": "CH3IS",
  "method": "the ωB97M-V functional and the def2-TZVPD basis",
  "species": ["S", "C", "I", "H", "H", "H"],
  "xyz": [[1.048, 1.293, 0.004], [-0.102, -0.503, 0.338], [-2.137, -0.194, -0.115], [0.771, 1.294, -1.300], [0.365, -1.218, -0.316], [0.056, -0.672, 1.390]],
  "atomic_forces_ev_per_a": [[-1.59, -2.54, 0.64], [1.44, 2.96, -0.61], [0.29, -0.11, 0.07], [-0.05, 0.00, -0.16], [-0.05, -0.20, -0.06], [-0.05, -0.11, 0.12]],
  "lowdin_charge": [0.457, -0.873, 0.697, -0.218, -0.030, -0.033],
  "spin_multiplicity": 1,
  "e_above_lowest_kcal_mol": 9.9,
  "molar_mass_g_mol": 174.01,
  "gap_ev": 9.19
}



{
  "formula": "CH3N2O",
  "method": "the ωB97M-V functional and the def2-TZVPD basis",
  "species": ["O", "N", "C", "N", "H", "H", "H"],
  "xyz": [[-1.911, -0.228, 0.038], [-0.798, 0.008, 0.109], [0.504, -0.553, 0.010], [0.107, 0.867, 0.199], [0.529, -0.989, -0.980], [1.196, -0.912, 0.756], [0.373, 1.806, -0.133]],
  "atomic_forces_ev_per_a": [[-2.98, 0.24, -0.13], [0.70, -1.18, 1.50], [1.12, -0.35, -0.83], [1.73, 1.70, -0.56], [0.89, 0.28, -0.40], [-0.70, -0.53, 0.59], [-0.76, -0.15, -0.17]],
  "lowdin_charge": [0.319, -0.228, 0.130, 0.258, 0.151, 0.150, 0.221],
  "total_charge": 1,
  "spin_multiplicity": 1,
  "e_above_lowest_kcal_mol": 110.5,
  "molar_mass_g_mol": 59.05,
  "gap_ev": 11.78
}



{
  "formula": "CH3N2O2",
  "method": "the ωB97M-V functional and the def2-TZVPD basis",
  "species": ["C", "N", "N", "O", "O", "H", "H", "H"],
  "xyz": [[-0.429, 0.073, -0.124], [1.145, -0.187, 0.028], [-1.176, 0.299, 0.766], [1.710, -0.829, 1.002], [1.392, -0.672, 2.201], [-0.732, 0.103, -1.194], [1.514, -0.460, -0.945], [-1.518, 0.244, 1.811]],
  "atomic_forces_ev_per_a": [[3.04, -0.74, -1.18], [-3.20, 2.31, -4.80], [-2.40, -0.18, 4.82], [2.24, -2.32, 0.49], [-1.27, 0.64, 0.82], [0.62, 0.06, 0.40], [-0.18, -0.06, 2.23], [1.14, 0.29, -2.79]],
  "mulliken_spin": [-0.078, 0.277, 0.560, 0.392, 0.801, 0.063, -0.009, -0.006],
  "total_charge": 1,
  "spin_multiplicity": 3,
  "e_above_lowest_kcal_mol": 104.4,
  "molar_mass_g_mol": 75.05,
  "gap_ev": [10.80, 6.66]
}



{
  "formula": "CH3N2O2S",
  "method": "the ωB97M-V functional and the def2-TZVPD basis",
  "species": ["C", "N", "N", "O", "O", "S", "H", "H", "H"],
  "xyz": [[0.037, -0.694, 0.654], [-1.307, -1.040, 0.499], [-0.263, -1.458, -0.471], [2.157, 1.947, -0.731], [-0.076, 3.003, -1.020], [0.835, 2.334, -0.073], [0.567, -1.313, 1.453], [-1.712, -2.027, 0.897], [-0.236, -0.752, -1.209]],
  "atomic_forces_ev_per_a": [[1.91, -0.54, 3.37], [-3.19, -2.26, -0.10], [0.33, -0.10, -1.84], [-2.06, 0.58, 1.23], [-0.16, -0.23, 0.28], [2.17, -1.04, -1.31], [-0.10, 1.11, -0.63], [1.73, 2.86, -0.68], [-0.63, -0.39, -0.33]],
  "lowdin_charge": [-0.363, -0.137, -0.115, -0.644, -0.619, 0.649, 0.055, 0.114, 0.059],
  "total_charge": -1,
  "spin_multiplicity": 1,
  "e_above_lowest_kcal_mol": 113.0,
  "molar_mass_g_mol": 107.11,
  "gap_ev": [7.73, 5.57]
}



{
  "formula": "CH3N2O2S",
  "method": "the ωB97M-V functional and the def2-TZVPD basis",
  "species": ["C", "N", "N", "O", "O", "S", "H", "H", "H"],
  "xyz": [[-0.505, -0.152, 0.113], [-0.685, 1.151, 0.736], [-0.342, 0.970, -0.729], [0.891, -2.279, -0.178], [1.975, -0.059, -0.523], [1.193, -0.947, 0.379], [-1.554, -0.974, -0.075], [-1.701, 1.283, 0.970], [0.730, 1.008, -0.694]],
  "atomic_forces_ev_per_a": [[-2.43, -1.85, -0.22], [-0.17, -0.77, 0.67], [-0.69, 0.51, 0.32], [0.12, -0.89, -0.51], [0.67, 0.33, -0.42], [-0.79, -0.51, 1.44], [3.38, 2.51, 0.56], [1.01, 0.12, -1.30], [-1.10, 0.54, -0.54]],
  "lowdin_charge": [-0.576, -0.072, -0.066, -0.601, -0.566, 0.617, 0.168, 0.067, 0.030],
  "total_charge": -1,
  "spin_multiplicity": 1,
  "e_above_lowest_kcal_mol": 73.9,
  "molar_mass_g_mol": 107.11,
  "gap_ev": 7.66
}



{
  "formula": "CH3N2O3S",
  "method": "the ωB97M-V functional and the def2-TZVPD basis",
  "species": ["C", "N", "N", "O", "O", "O", "S", "H", "H", "H"],
  "xyz": [[-1.995, 0.505, -0.008], [1.215, -1.237, 0.540], [-3.012, 0.137, -0.501], [1.485, 1.116, -0.244], [3.447, -0.224, -0.468], [-0.965, 0.869, 0.474], [2.088, -0.195, 0.006], [1.357, -2.199, 0.993], [-3.933, 0.026, -0.715], [0.313, 1.202, -0.078]],
  "atomic_forces_ev_per_a": [[-3.09, -0.64, -1.45], [-0.04, -0.52, 0.84], [5.65, 1.12, 1.95], [-2.99, 1.17, 0.02], [-1.86, -0.10, 0.98], [0.76, 0.26, -0.34], [2.67, -2.22, -0.59], [0.31, 1.96, -1.22], [-2.67, -0.27, -0.57], [1.26, -0.77, 0.38]],
  "lowdin_charge": [-0.263, -0.091, 0.324, -0.160, -0.179, 0.108, 0.837, 0.154, 0.090, 0.180],
  "total_charge": 1,
  "spin_multiplicity": 1,
  "e_above_lowest_kcal_mol": 0.0,
  "molar_mass_g_mol": 123.11,
  "gap_ev": 10.92
}



{
  "formula": "CH3N2O4",
  "method": "the ωB97M-V functional and the def2-TZVPD basis",
  "species": ["O", "N", "O", "N", "O", "C", "O", "H", "H", "H"],
  "xyz": [[-1.086, 0.118, 1.097], [-1.681, -0.034, 0.019], [-2.900, 0.067, -0.157], [-1.082, -0.221, -1.060], [0.212, -0.682, -0.956], [1.160, 0.243, -0.202], [1.864, -0.433, 0.778], [1.836, 0.391, -0.997], [0.499, 1.147, 0.050], [1.177, -0.595, 1.427]],
  "atomic_forces_ev_per_a": [[0.15, -0.32, 2.11], [-0.29, 0.16, -0.33], [-2.03, 0.61, 1.36], [0.96, -0.79, -3.46], [1.74, 0.78, 1.95], [-2.22, -0.38, -1.79], [-0.72, 0.64, 0.07], [1.19, 0.89, -0.65], [1.54, -1.29, 0.11], [-0.32, -0.32, 0.63]],
  "lowdin_charge": [-0.097, -0.587, -0.108, -0.028, -0.164, -0.279, -0.028, 0.087, 0.135, 0.069],
  "total_charge": -1,
  "spin_multiplicity": 1,
  "e_above_lowest_kcal_mol": 72.6,
  "molar_mass_g_mol": 107.04,
  "gap_ev": 7.72
}



{
  "formula": "CH3N2OP",
  "method": "the ωB97M-V functional and the def2-TZVPD basis",
  "species": ["O", "P", "N", "C", "N", "H", "H", "H"],
  "xyz": [[-0.955, 2.082, 3.027], [-1.224, 0.670, 2.722], [-0.697, 0.305, 1.210], [0.296, 0.032, -0.064], [-0.353, -0.993, 0.591], [1.404, 0.146, 0.035], [-0.193, 0.446, -1.040], [-1.140, -1.267, -0.007]],
  "atomic_forces_ev_per_a": [[-0.01, 0.08, 0.03], [0.03, 0.02, 0.41], [2.53, -1.13, -3.75], [-1.06, 3.21, -0.16], [-1.43, -1.41, 0.81], [-1.21, 0.04, 0.24], [1.14, -0.67, 1.90], [0.00, -0.15, 0.53]],
  "lowdin_charge": [-0.517, 0.705, -0.329, -0.117, -0.083, 0.109, 0.131, 0.101],
  "spin_multiplicity": 1,
  "e_above_lowest_kcal_mol": 63.5,
  "molar_mass_g_mol": 90.02,
  "gap_ev": 9.99
}



{
  "formula": "CH3N3",
  "method": "the ωB97M-V functional and the def2-TZVPD basis",
  "species": ["C", "N", "H", "H", "H", "N", "N"],
  "xyz": [[0.208, 0.001, -0.059], [-0.853, 0.485, -0.419], [0.898, 0.721, 0.265], [0.334, -1.020, -0.126], [-1.651, -0.163, -0.862], [-1.437, 0.465, 2.756], [-0.369, 0.635, 2.937]],
  "atomic_forces_ev_per_a": [[0.17, -0.23, -0.17], [-5.49, 0.89, -2.46], [1.55, 0.40, 0.80], [1.24, -2.31, 0.17], [2.57, 1.23, 1.50], [1.01, 0.17, 0.27], [-1.06, -0.15, -0.09]],
  "lowdin_charge": [-0.212, -0.015, 0.043, 0.040, 0.103, 0.024, 0.018],
  "spin_multiplicity": 1,
  "e_above_lowest_kcal_mol": 11.6,
  "molar_mass_g_mol": 57.06,
  "gap_ev": 11.08
}



{
  "formula": "CH3N3O",
  "method": "the ωB97M-V functional and the def2-TZVPD basis",
  "species": ["N", "C", "N", "H", "H", "N", "O", "H"],
  "xyz": [[0.056, 1.289, 0.095], [0.750, 0.619, -0.580], [1.610, -0.056, -1.091], [-0.793, 1.879, -0.082], [1.667, -1.004, -0.962], [-1.452, -1.191, 0.863], [-1.342, -0.098, 1.403], [-0.496, -1.437, 0.353]],
  "atomic_forces_ev_per_a": [[-2.51, 3.74, 0.66], [0.69, -0.99, -0.39], [1.00, 1.83, -1.29], [1.55, -1.34, 0.10], [0.08, -2.56, 0.18], [1.10, 2.04, 0.59], [-0.82, -3.20, -0.61], [-1.09, 0.47, 0.76]],
  "lowdin_charge": [0.145, -0.439, 0.145, 0.124, 0.020, 0.042, -0.110, 0.072],
  "spin_multiplicity": 1,
  "e_above_lowest_kcal_mol": 102.2,
  "molar_mass_g_mol": 73.06,
  "gap_ev": [8.87, 8.87]
}



{
  "formula": "CH3N3O",
  "method": "the ωB97M-V functional and the def2-TZVPD basis",
  "species": ["C", "N", "N", "N", "O", "H", "H", "H"],
  "xyz": [[-1.046, -0.141, 0.012], [-0.002, -0.921, 0.168], [-2.265, -0.495, 0.022], [2.428, -0.258, -0.083], [1.356, 0.291, 0.283], [-0.628, 0.894, 0.079], [-2.931, 0.250, -0.176], [3.088, 0.379, -0.305]],
  "atomic_forces_ev_per_a": [[0.33, 2.65, 1.20], [2.00, -0.95, 0.14], [-0.83, -0.81, -0.57], [-5.85, -2.97, 1.84], [1.88, -1.86, -1.71], [-0.87, 0.04, -0.51], [0.50, 0.06, 0.16], [2.83, 3.84, -0.55]],
  "lowdin_charge": [-0.493, 0.191, 0.051, 0.172, -0.102, 0.115, 0.032, 0.033],
  "spin_multiplicity": 1,
  "e_above_lowest_kcal_mol": 185.4,
  "molar_mass_g_mol": 73.06,
  "gap_ev": [5.90, 7.12]
}



{
  "formula": "CH3N3O",
  "method": "the ωB97M-V functional and the def2-TZVPD basis",
  "species": ["C", "N", "N", "O", "N", "H", "H", "H"],
  "xyz": [[-0.220, 0.362, -0.283], [0.005, 1.714, -0.667], [1.156, 1.940, -0.780], [1.979, 0.876, -0.582], [1.060, -0.251, -0.242], [-0.801, 0.360, 0.546], [-0.636, -0.318, -1.062], [1.302, -0.739, 0.621]],
  "atomic_forces_ev_per_a": [[0.45, -2.56, -3.24], [-3.12, 0.41, -0.23], [3.41, 1.50, -0.60], [-0.38, -1.17, 0.97], [2.02, -0.54, 0.00], [-1.65, -0.22, 2.87], [-1.23, 1.51, 0.11], [0.50, 1.06, 0.13]],
  "lowdin_charge": [-0.255, 0.031, -0.012, -0.090, 0.000, 0.079, 0.132, 0.115],
  "spin_multiplicity": 1,
  "e_above_lowest_kcal_mol": 106.8,
  "molar_mass_g_mol": 73.06,
  "gap_ev": 10.28
}